(1)
The following is a quantum chemistry calculation of a single C14H20N2O3S molecule, from the Open Molecules 2025 dataset.

Geometry (Å):
H 2.894342 -1.635200 1.563135
C -1.390264 0.657887 -0.608801
H -5.867226 -3.162154 -0.064550
C -1.759028 3.371402 -0.418499
H 5.496201 1.531708 0.898802
H -1.865406 4.442306 -0.368764
H -4.996961 -1.495902 1.598346
O -4.805574 0.704537 0.677274
H 1.869248 -0.373811 2.258152
H 4.384425 0.470811 -1.093935
C 4.391573 -0.024144 -0.119447
H 6.503698 0.313879 0.115738
H 0.356477 -2.003637 -2.394600
C -0.598303 2.791739 -0.901714
H 1.296087 0.793983 -0.541371
H 4.470722 -1.097332 -0.291380
H -3.791844 -2.783400 1.270616
H 0.239909 3.390517 -1.234515
C 1.673619 -1.140944 -0.937785
O -3.351165 -0.997628 0.464224
H -5.717240 -1.547290 -0.769441
C 2.845184 -0.581693 1.823661
C 0.422017 -1.085947 -1.812129
C -4.347676 -1.948027 0.841180
C 3.050650 0.264508 0.568419
C -5.163669 -2.390885 -0.363988
H -3.699701 2.899416 0.401767
N -0.421831 1.485315 -0.994310
H 3.608039 -0.360179 2.563634
N 1.954745 0.041017 -0.366409
C 5.588831 0.468864 0.682333
H 0.419647 -0.212342 -2.460353
C -2.599465 1.145197 -0.074578
C -2.768445 2.522991 0.004989
H 5.680022 -0.068121 1.622349
C -3.711441 0.283286 0.388169
H -4.505307 -2.786136 -1.133554
O 2.317335 -2.160652 -0.811218
H 3.011136 1.327091 0.836418
S -1.113373 -1.051041 -0.817876

Force components x, y, z for each atom (eV/Å):
H 0.008 -0.093 0.010
C -0.137 0.148 0.039
H -0.086 -0.093 0.014
C -0.005 -0.092 0.017
H 0.054 0.132 0.065
H 0.004 0.101 0.011
H 0.178 -0.129 -0.065
O 0.083 -0.086 -0.037
H -0.058 0.010 0.072
H -0.026 -0.050 -0.025
C 0.032 0.205 0.180
H 0.131 0.019 0.020
H 0.039 0.058 0.047
C -0.232 0.332 0.048
H 0.101 -0.204 -0.061
H -0.042 0.018 -0.076
H -0.050 0.133 -0.008
H 0.002 0.144 0.002
C -0.484 0.390 -0.385
O 0.012 0.253 0.055
H -0.070 0.023 -0.038
C 0.044 0.198 -0.087
C -0.298 0.051 0.290
C -0.582 -0.299 0.137
C 0.156 -0.419 -0.085
C 0.286 0.238 0.185
H -0.069 0.018 0.017
N -0.013 -0.102 -0.083
H 0.087 0.001 0.142
N 0.104 0.437 0.174
C -0.164 -0.100 -0.139
H 0.058 -0.065 -0.083
C 0.258 0.210 -0.103
C 0.129 -0.184 -0.051
H 0.073 -0.022 0.136
C -0.356 0.151 0.140
H 0.014 -0.074 -0.080
O 0.243 -0.496 0.081
H 0.001 -0.081 -0.056
S 0.577 -0.681 -0.417

Its spin multiplicity is 1. The calculation puts the HOMO energy at -8.654 eV. The charge is 0. As for the LUMO energy: -0.003 eV. The frontier orbital gap comes out at 8.7 eV. The SMILES is CCOC(=O)c1cccnc1SCC(=O)N[C@@H](C)CC.


(2)
The following is a quantum chemistry calculation of a gas-phase ion, C6H10N3O3 (charge +1) in a non-equilibrium geometry, from the Open Molecules 2025 dataset.

Geometry (Å):
C -0.211152 -0.290256 -0.093580
H -1.436982 1.122960 1.756867
H -2.273698 1.355660 -0.520698
H -1.259479 2.790526 -0.808299
H 0.315173 1.158451 2.064398
H -1.196982 -0.681136 -0.296132
N 2.007298 1.130968 -0.252608
N -0.222704 1.164859 0.014309
O 3.133268 1.496949 -0.450725
H -1.337339 -2.871565 0.349407
O 3.277960 -1.029127 0.537861
C -0.599853 -3.078205 -0.432258
H -0.423056 -4.153240 -0.485359
C 2.178306 -0.832122 0.275524
C -0.485546 1.537351 1.429179
H -0.511672 2.624245 1.504710
C -1.297821 1.703578 -0.852737
C 0.801341 -1.191536 0.048910
O 0.658954 -2.511687 -0.106354
N 0.962164 1.876150 -0.398557
H -0.959448 -2.718513 -1.401635
H -1.118729 1.395687 -1.882227

Force components x, y, z for each atom (eV/Å):
C 0.641 -0.960 0.009
H -0.019 -0.068 -0.113
H 0.110 -0.115 0.154
H 0.093 -0.113 0.114
H -0.012 -0.021 -0.218
H -0.019 -0.023 0.067
N -0.128 -1.388 0.676
N 0.386 -0.763 0.346
O -0.440 0.536 -0.151
H 0.078 0.018 -0.036
O -1.395 -0.075 -0.339
C -0.510 -0.341 -0.089
H -0.048 0.224 -0.006
C 0.822 2.133 -0.067
C -0.190 0.338 0.970
H 0.024 -0.078 -0.177
C -0.540 0.437 -0.695
C -1.397 -0.298 -0.522
O 0.718 0.401 0.309
N 1.625 0.172 -0.437
H 0.093 0.037 0.074
H 0.108 -0.054 0.131

Its spin multiplicity is 1. The calculation puts the HOMO energy at -13.527 eV. The charge is +1. As for the LUMO energy: -5.437 eV. The frontier orbital gap comes out at 8.1 eV.


(3)
The following is a quantum chemistry calculation of a molecular structure, C15H7CrN3O5 in a non-equilibrium geometry, from the Open Molecules 2025 dataset.

Geometry (Å):
C -1.725935 -0.380257 -3.256346
C 0.142816 0.162815 4.352156
H -2.129200 2.536157 3.456448
O 0.175087 2.685140 -3.285540
C -0.790295 1.193481 4.495493
C 0.476637 -0.327386 3.092656
C -1.398018 1.736586 3.354139
H 0.617312 -0.265000 5.227571
C -1.073383 1.261218 2.077984
H -1.548897 1.692001 1.191450
H 1.210521 -1.129619 3.004310
N 0.221512 -0.277602 0.696492
H -0.932782 0.968925 -0.643754
H 1.620330 -1.871845 1.247037
C -0.133202 0.225507 1.960662
O -2.886757 -0.398698 -3.324937
H 1.832614 -2.178990 -1.424814
O 3.269658 -0.383091 -3.469723
C 0.177257 1.519702 -3.247201
C -0.215904 0.162376 -0.515552
C 0.134224 -2.317722 -3.496777
C 0.104028 -0.314668 -5.344304
O 0.172580 -0.395771 -6.500712
C 1.221704 -1.476805 -0.874587
C 2.108275 -0.390346 -3.496895
C 1.124036 -1.321852 0.469874
N 0.375929 -0.550207 -1.474212
C -1.106490 1.672878 5.810577
N -1.338913 2.036374 6.898482
O 0.112028 -3.478140 -3.520921
Cr 0.183240 -0.395156 -3.459049

Force components x, y, z for each atom (eV/Å):
C -9.782 -0.039 -0.076
C 0.118 -0.156 -0.250
H 0.181 -0.183 0.009
O 0.026 -5.193 -0.047
C 0.089 -0.172 -0.572
C -0.245 0.280 -0.011
C 0.030 -0.049 -0.417
H -0.070 0.075 -0.042
C 0.228 -0.231 0.422
H 0.102 -0.085 0.517
H -0.293 0.344 0.203
N 0.300 -0.485 -1.910
H 0.284 -0.295 -0.021
H -0.046 0.089 0.038
C -0.447 0.589 1.499
O 5.151 0.041 0.351
H -0.119 0.096 0.082
O -5.196 -0.063 -0.026
C 0.026 10.448 0.650
C 0.621 -0.613 1.392
C -0.346 -9.991 -0.234
C 0.353 -0.409 -8.656
O -0.441 0.501 5.271
C -0.314 0.271 0.706
C 9.457 0.234 -0.331
C -0.355 0.447 -0.515
N 0.139 -0.141 -0.114
C -0.553 0.836 2.433
N 0.503 -0.796 -2.492
O 0.107 4.951 0.064
Cr 0.493 -0.301 2.075

Its spin multiplicity is 5. The calculation puts the HOMO energy (spin up / spin down) at -14.835 / -14.829 eV. The charge is +2. As for the LUMO energy (spin up / spin down): -8.318 / -10.915 eV. The frontier orbital gap (spin up / spin down) comes out at 6.5 / 3.9 eV. Its expectation value of S² is 6.025.